[1]
11
Properties=species:S:1:pos:R:3:forces:R:3 method="wB97M-V/def2-TZVPD" molar_mass_g_mol=63.076 e_tot_ha=-230.56327 charge=+1 lumo_ev=-5.88 gap_ha=0.3787 homo_energy_ha=-0.595
O 0.771 1.824 -1.486 2.2 1.4 -0.1
H 0.600 2.399 -2.297 0.6 -1.0 1.7
H -0.056 -0.430 2.340 0.1 -1.7 -1.6
H 1.699 2.116 -1.089 -2.9 -0.7 -1.6
C -0.358 -1.196 1.499 -1.2 3.1 0.6
C -0.426 -0.389 0.203 -0.6 -1.9 0.6
O -0.192 -1.059 -0.866 0.6 2.7 -0.9
H -1.421 -1.392 1.871 1.0 0.0 -0.8
H 0.210 -2.107 1.382 0.1 0.0 0.2
H -0.754 0.681 0.155 0.6 -0.8 -0.1
H -0.074 -0.446 -1.713 -0.4 -1.2 2.0

---

[2]
11
Properties=species:S:1:pos:R:3:forces:R:3 method="wB97M-V/def2-TZVPD" molar_mass_g_mol=83.094 e_tot_ha=-281.33267 lumo_ev="0.23 / 0.23" gap_ha="0.3046 / 0.3047" homo_energy_ha="-0.296 / -0.296"
C 1.146 0.147 1.258 0.0 0.0 -0.2
C 0.601 -0.236 -0.034 -0.2 0.2 -0.5
N -1.746 -0.256 0.566 0.0 0.3 -1.0
N -1.768 0.116 -0.580 -0.2 -0.3 0.7
N -0.685 0.474 -1.414 0.2 0.3 0.5
C 0.410 -0.419 -1.288 0.4 -0.4 0.2
H 0.852 -0.581 2.024 0.1 0.2 -0.2
H 2.235 0.276 1.186 -0.2 -0.1 0.2
H 0.694 1.109 1.534 0.1 -0.2 0.0
H -2.618 0.312 -1.136 0.0 -0.1 0.2
H 0.879 -0.942 -2.116 -0.1 0.0 0.1

---

[3]
148
Properties=species:S:1:pos:R:3:forces:R:3 method="wB97M-V/def2-TZVPD" molar_mass_g_mol=997.088 e_tot_ha=-3567.38413 smiles="COC(=O)OC.COC(=O)OC.COC(=O)OC.COC(=O)OC.COC(=O)OC.O=C1CCCO1.O=C1CCCO1.O=C1CCCO1.C1CCOC1.C1CCOC1.C1CCOC1.C1CCOC1" lumo_ev=0.41 gap_ha=0.3609 homo_energy_ha=-0.346
C 6.097 1.593 -1.229 1.1 -1.1 1.8
O 5.064 2.477 -1.535 -0.3 1.0 -0.8
C 4.125 2.052 -2.375 -1.0 1.2 -0.2
O 3.863 0.907 -2.583 -0.3 -0.7 -0.6
O 3.472 3.137 -2.873 0.1 -0.5 -0.5
C 2.457 2.887 -3.917 0.5 -1.0 0.9
H 6.288 1.730 -0.158 0.1 0.0 -0.2
H 7.047 1.789 -1.728 -0.3 0.4 -0.5
H 5.859 0.534 -1.335 -0.4 0.2 -0.3
H 2.123 3.818 -4.349 0.2 0.4 0.3
H 1.609 2.376 -3.455 0.1 0.1 -0.1
H 2.872 2.256 -4.705 0.1 0.0 0.2
C 3.060 -5.600 -6.528 -0.9 -0.5 -0.1
O 3.441 -4.424 -5.845 1.5 -0.8 -0.8
C 2.486 -3.860 -5.167 0.6 0.2 -0.1
O 1.356 -4.200 -5.134 -2.2 -0.7 0.0
O 3.009 -2.844 -4.536 1.4 0.0 -0.2
C 2.125 -2.140 -3.772 -1.2 2.6 1.5
H 2.600 -6.318 -5.842 0.2 0.1 0.0
H 3.948 -6.020 -6.965 0.3 0.0 -0.2
H 2.300 -5.367 -7.277 0.2 0.0 -0.1
H 1.358 -2.724 -3.277 0.1 -0.3 0.0
H 1.615 -1.354 -4.345 -0.1 -0.3 -0.2
H 2.714 -1.580 -3.044 0.0 -0.2 0.1
C 0.776 -1.573 4.571 0.0 0.3 0.1
O 0.472 -2.969 4.750 -1.2 2.0 2.0
C 1.050 -3.737 3.892 -3.0 -1.6 2.5
O 1.826 -3.385 3.130 4.8 1.7 -4.9
O 0.579 -4.951 4.011 -1.3 -0.1 1.4
C 1.064 -5.857 3.090 -0.2 -0.9 -1.1
H 0.216 -1.178 3.718 0.2 -0.1 0.0
H 1.846 -1.392 4.465 -0.1 -0.2 -0.2
H 0.461 -1.025 5.449 -0.3 -0.3 0.3
H 0.899 -5.496 2.074 0.4 0.1 -0.1
H 0.435 -6.735 3.182 0.2 -0.3 0.2
H 2.103 -6.043 3.308 0.4 -0.4 -0.3
C -3.152 5.915 2.793 1.4 0.1 1.1
O -4.408 5.654 2.205 -0.3 -0.2 -1.2
C -4.499 5.212 0.930 -1.0 0.1 -1.2
O -5.562 5.264 0.312 2.4 -0.3 1.3
O -3.316 4.718 0.432 -1.4 0.4 0.6
C -3.385 4.216 -0.920 0.4 0.3 -0.1
H -2.564 6.695 2.304 -0.3 -0.2 -0.5
H -2.524 5.028 2.926 -0.2 0.0 -0.4
H -3.317 6.277 3.810 -0.5 -0.1 -0.2
H -3.267 5.027 -1.640 -0.3 0.1 0.2
H -4.303 3.671 -1.113 -0.1 0.0 0.1
H -2.514 3.588 -1.062 0.0 -0.2 0.3
C -3.819 2.288 2.858 0.3 0.4 -0.4
O -4.140 1.692 4.105 -0.5 -1.4 -1.6
C -3.921 2.453 5.140 -1.0 -6.0 -0.7
O -3.635 3.537 5.127 2.2 9.6 -0.4
O -3.994 1.736 6.196 -0.6 -2.6 2.8
C -3.968 2.456 7.410 -0.5 0.8 0.4
H -4.135 3.329 2.822 -0.1 -0.1 0.1
H -4.311 1.726 2.078 -0.1 -0.2 -0.1
H -2.735 2.261 2.694 -0.1 0.0 0.1
H -4.184 1.768 8.215 0.1 -0.3 0.0
H -4.759 3.218 7.394 0.2 -0.1 0.0
H -3.022 2.968 7.579 0.1 -0.1 -0.1
C 1.603 3.673 0.762 0.2 -0.1 0.2
C 0.496 3.690 -0.305 1.3 1.0 0.0
C 0.439 5.192 -0.590 -1.5 -0.2 -0.3
O 0.525 5.796 0.685 0.3 -0.3 0.8
C 1.554 5.072 1.403 0.0 0.4 -0.5
H 2.596 3.557 0.318 -0.2 -0.3 -0.1
H 1.448 2.874 1.487 0.2 0.1 0.1
H -0.479 3.420 0.091 0.0 -0.3 0.0
H 0.783 3.110 -1.173 -0.3 -0.2 -0.1
H -0.557 5.407 -0.997 0.2 0.3 0.0
H 1.161 5.601 -1.303 0.4 -0.3 0.1
H 1.380 5.017 2.482 -0.5 0.3 -0.2
H 2.479 5.648 1.247 0.0 -0.4 0.1
C 6.467 -0.486 2.097 0.4 1.4 -1.1
C 5.060 0.108 1.845 -1.4 -0.2 1.0
C 4.312 -0.367 3.126 -0.3 -1.1 -0.7
O 5.270 -0.470 4.152 0.8 0.4 -0.2
C 6.468 -1.010 3.531 -1.0 0.2 0.6
H 7.167 0.353 1.964 0.1 -0.3 0.4
H 6.788 -1.179 1.317 -0.3 -0.4 0.3
H 4.533 -0.210 0.942 0.3 -0.4 0.0
H 4.928 1.197 1.809 0.9 -0.1 0.1
H 3.902 -1.389 2.968 -0.1 0.3 -0.2
H 3.489 0.267 3.453 0.1 0.2 0.0
H 6.402 -2.102 3.634 0.2 0.1 -0.4
H 7.302 -0.632 4.120 0.1 -0.2 0.0
C 3.269 -2.534 -0.264 -0.4 0.3 -0.3
C 4.565 -2.329 -1.018 1.1 0.1 0.4
C 4.930 -3.780 -1.424 0.5 0.1 -0.4
O 4.085 -4.646 -0.688 -0.6 -0.3 0.3
C 3.497 -3.880 0.364 0.6 0.0 -0.3
H 2.486 -2.594 -1.026 -0.3 -0.1 0.4
H 2.998 -1.810 0.507 0.2 0.2 -0.2
H 5.347 -1.967 -0.334 -0.2 -0.1 0.0
H 4.556 -1.604 -1.831 -0.3 -0.2 -0.2
H 5.980 -4.011 -1.188 -0.1 0.1 0.0
H 4.803 -4.005 -2.486 -0.2 0.2 0.0
H 4.239 -3.787 1.175 -0.3 0.0 0.1
H 2.579 -4.317 0.730 0.0 -0.4 0.0
C -2.034 -4.245 1.085 0.8 0.0 0.5
C -3.109 -4.179 0.036 0.4 -0.2 -1.2
C -4.378 -4.050 0.864 -0.2 -0.1 -0.7
O -3.997 -3.494 2.089 0.1 0.4 0.7
C -2.579 -3.254 2.094 -0.8 -0.1 0.3
H -1.039 -3.984 0.720 -0.1 0.1 -0.1
H -1.958 -5.232 1.555 -0.2 0.0 -0.1
H -3.090 -5.011 -0.676 -0.2 -0.1 0.4
H -2.900 -3.311 -0.607 -0.3 0.1 0.3
H -4.849 -5.010 1.075 -0.1 -0.1 -0.2
H -5.098 -3.406 0.346 -0.2 0.0 0.2
H -2.275 -3.429 3.123 0.3 0.2 0.0
H -2.448 -2.204 1.812 0.4 -0.1 0.0
O -0.916 -1.418 -2.533 -1.5 -1.6 -3.7
C -0.558 -0.976 -1.528 1.3 1.5 3.3
O -0.509 -1.728 -0.403 0.9 -0.2 0.9
C 0.066 -0.981 0.717 -1.7 0.8 -0.2
C 0.660 0.306 0.101 0.0 -0.8 0.5
C -0.051 0.417 -1.256 0.8 0.3 0.7
H 0.737 -1.551 1.358 0.2 -0.4 -0.6
H -0.814 -0.740 1.342 0.4 0.1 -0.1
H 1.742 0.168 0.029 0.0 0.2 -0.4
H 0.484 1.137 0.773 -0.1 0.2 -0.1
H 0.647 0.728 -2.031 -0.1 -0.1 -0.2
H -0.862 1.144 -1.232 -0.2 -0.2 0.0
O -0.940 3.267 -3.122 3.0 1.7 1.6
C -1.828 2.680 -3.586 -2.0 -1.9 -1.8
O -3.043 3.255 -3.712 -0.7 -0.2 -0.2
C -3.967 2.317 -4.310 0.3 -0.3 0.5
C -3.080 1.303 -5.023 -0.7 -0.1 -0.9
C -1.841 1.263 -4.173 -0.4 0.7 0.8
H -4.628 2.860 -4.972 -0.1 0.1 0.0
H -4.532 1.841 -3.498 0.0 0.2 -0.1
H -2.887 1.680 -6.033 0.3 0.0 0.1
H -3.585 0.349 -5.169 0.0 -0.1 0.2
H -0.921 1.048 -4.695 0.2 -0.1 0.0
H -1.964 0.596 -3.312 0.1 -0.1 -0.3
O -3.345 0.364 -1.075 3.2 0.8 -0.3
C -4.453 -0.009 -1.037 -1.5 -0.8 -0.7
O -5.255 0.351 -0.052 -1.1 0.5 1.0
C -6.593 -0.092 -0.317 -0.4 -0.4 -0.1
C -6.622 -0.405 -1.798 -0.4 -0.2 -0.6
C -5.204 -0.892 -2.000 0.0 -0.6 0.5
H -7.314 0.665 -0.045 0.1 0.3 0.3
H -6.774 -1.008 0.250 0.0 0.1 0.2
H -6.818 0.473 -2.418 0.0 0.1 0.2
H -7.395 -1.140 -2.030 0.1 0.0 0.0
H -4.792 -0.915 -2.995 0.1 0.2 -0.3
H -5.118 -1.904 -1.575 0.1 0.1 -0.2

---

[4]
11
Properties=species:S:1:pos:R:3:forces:R:3 method="wB97M-V/def2-TZVPD" molar_mass_g_mol=70.095 e_tot_ha=-227.35090 smiles="CNC1=NC1" lumo_ev=0.95 gap_ha=0.3666 homo_energy_ha=-0.332
C 0.592 1.604 -0.433 0.1 0.1 -0.1
N -0.298 0.723 0.310 -0.2 -0.2 0.0
C -0.532 -1.948 0.362 -0.3 -0.3 0.1
C -0.047 -0.598 0.340 0.3 -0.1 -0.1
N 0.895 -1.427 0.199 -0.2 0.4 0.0
H 1.240 2.193 0.222 -0.1 -0.1 -0.1
H -0.008 2.283 -1.045 0.1 -0.1 0.1
H 1.218 0.997 -1.096 -0.1 0.1 0.1
H -1.268 0.987 0.377 0.1 -0.1 0.0
H -0.800 -2.440 1.297 0.1 0.1 -0.1
H -0.992 -2.375 -0.532 0.0 0.0 0.2

---

[5]
92
Properties=species:S:1:pos:R:3:forces:R:3 method="wB97M-V/def2-TZVPD" molar_mass_g_mol=662.185 e_tot_ha=-3206.58887 charge=-2 lumo_ev=4.22 gap_ha=0.1566 homo_energy_ha=-0.001
Mg -0.595 -0.048 0.404 -0.6 0.1 -0.3
C 0.634 0.812 -4.957 0.0 0.0 0.0
C -0.471 0.281 -4.048 0.0 -0.1 -0.1
C -0.194 -1.179 -3.724 0.0 -0.1 0.0
P -0.684 1.159 -2.422 0.1 0.0 0.1
C -1.706 2.653 -2.918 0.0 0.1 0.0
C -1.546 3.794 -1.912 0.0 0.1 0.0
C -1.653 3.212 -4.341 0.0 0.0 0.0
C 0.963 1.742 -1.946 0.0 0.1 0.0
C 1.500 2.933 -2.435 0.0 -0.1 0.0
C 2.570 3.576 -1.834 0.0 0.0 0.0
C 3.035 3.032 -0.633 0.0 0.0 0.0
C 2.551 1.845 -0.132 0.0 0.0 -0.1
C 1.592 1.043 -0.842 -0.1 -0.1 0.2
N 1.198 -0.213 -0.550 0.3 0.0 0.0
C 1.644 -0.893 0.747 0.0 0.0 0.0
C 3.158 -1.007 0.813 -0.1 0.1 0.1
C 3.852 -2.110 1.193 0.0 0.0 0.0
C 3.238 -3.347 1.523 -0.1 0.0 0.0
C 1.879 -3.417 1.255 0.0 0.0 0.0
C 1.115 -2.362 0.766 0.0 0.0 0.0
P -0.532 -2.681 0.170 0.2 0.3 0.1
C -0.400 -4.126 -1.026 0.0 -0.1 0.0
C -0.318 -5.521 -0.391 0.0 -0.1 0.0
C 0.820 -3.968 -1.929 0.0 -0.1 0.0
C -1.601 -3.431 1.498 0.0 0.0 0.0
C -2.937 -3.896 0.915 0.0 0.0 0.0
C -1.868 -2.372 2.562 0.0 0.0 0.0
H 0.707 0.194 -5.860 0.0 0.0 0.0
H 1.594 0.763 -4.438 0.0 0.0 0.0
H 0.482 1.845 -5.266 0.0 0.0 0.0
H -1.445 0.360 -4.548 0.1 0.0 0.0
H 0.711 -1.240 -3.115 0.0 0.0 0.0
H -0.045 -1.771 -4.635 0.0 0.0 0.0
H -1.005 -1.619 -3.140 0.0 0.0 0.0
H -2.715 2.244 -2.784 0.0 0.0 0.0
H -0.669 4.401 -2.148 0.0 0.0 0.0
H -1.412 3.434 -0.894 0.0 0.0 0.0
H -2.429 4.442 -1.928 0.0 0.0 0.0
H -0.697 3.696 -4.552 0.0 0.0 0.0
H -2.431 3.975 -4.463 0.0 0.0 0.0
H -1.822 2.448 -5.102 0.0 0.0 0.0
H 1.039 3.388 -3.306 0.0 0.0 0.0
H 2.965 4.503 -2.232 0.0 0.0 0.0
H 3.786 3.565 -0.055 0.0 0.0 0.0
H 2.886 1.512 0.830 0.0 -0.1 0.1
H 3.741 -0.160 0.486 0.0 0.1 0.0
H 4.939 -2.035 1.212 0.0 0.0 0.0
H 3.799 -4.199 1.884 0.0 0.0 0.0
H 1.377 -4.369 1.423 0.0 0.0 0.0
H -1.309 -4.077 -1.636 0.0 0.0 0.0
H 0.670 -5.676 0.045 0.0 0.0 0.0
H -0.453 -6.283 -1.167 0.0 0.0 0.0
H -1.060 -5.706 0.386 0.0 0.0 -0.1
H 1.731 -4.026 -1.330 0.0 0.0 0.0
H 0.837 -3.015 -2.438 0.0 0.1 0.0
H 0.837 -4.768 -2.681 0.0 0.0 0.0
H -1.071 -4.272 1.960 0.0 0.0 0.0
H -3.431 -3.056 0.420 0.0 0.0 0.0
H -3.601 -4.244 1.715 0.0 0.0 0.0
H -2.837 -4.706 0.189 0.0 0.0 0.0
H -2.511 -1.583 2.153 0.0 0.0 0.0
H -0.942 -1.914 2.904 -0.1 0.0 -0.1
H -2.387 -2.806 3.424 0.0 0.0 0.0
S -4.179 -0.248 -0.493 0.1 0.0 0.0
C -3.517 1.060 0.327 0.0 -0.1 -0.1
N -2.254 1.262 0.671 0.1 0.0 0.3
C -2.055 2.480 1.311 0.1 0.0 -0.1
C -0.808 2.971 1.701 0.0 0.1 0.0
C -0.740 4.230 2.272 -0.1 0.0 0.0
C -1.889 5.002 2.456 0.0 0.0 0.0
C -3.128 4.526 2.056 -0.1 0.0 0.0
C -3.204 3.263 1.480 0.1 0.0 0.0
S -4.558 2.410 0.806 -0.1 0.1 0.0
H 0.086 2.367 1.558 0.0 0.0 0.0
H 0.226 4.618 2.574 0.0 0.0 0.0
H -1.812 5.986 2.903 0.0 0.0 0.0
H -4.020 5.129 2.180 0.0 0.0 0.0
C 0.056 0.523 3.945 -0.1 0.0 0.1
C 1.259 -0.040 3.172 -0.2 0.0 -0.1
C 1.611 -1.399 3.803 0.0 -0.1 0.0
C 2.437 0.918 3.462 0.0 0.0 0.0
N 0.890 -0.057 1.764 0.3 -0.1 0.0
H 0.258 0.531 5.024 0.0 0.0 0.0
H -0.838 -0.080 3.769 0.0 0.0 0.0
H -0.165 1.547 3.637 0.0 -0.1 0.0
H 1.790 -1.272 4.879 0.0 0.0 0.0
H 2.502 -1.834 3.357 0.0 0.0 0.0
H 0.801 -2.119 3.673 0.1 0.0 0.0
H 2.638 0.995 4.541 0.0 0.0 -0.1
H 2.199 1.913 3.077 0.0 0.0 0.0
H 3.342 0.562 2.971 0.1 0.0 -0.1